# 1
{"formula": "C5H10O", "method": "the ωB97M-V functional and the def2-TZVPD basis", "max_force_ev_per_a": 1.41, "relative_energy_kcal_mol": 29.9, "lumo_energy_ev": 1.08, "smiles": "CCC1(O)CC1", "energy_ha": -271.7049, "elements": ["C", "C", "C", "O", "C", "C", "H", "H", "H", "H", "H", "H", "H", "H", "H", "H"], "xyz": [[-0.8432, -1.2109, 1.5191], [-0.3152, -0.9991, 0.0978], [-0.0913, 0.4530, -0.2580], [-1.2718, 1.2171, -0.2563], [1.1978, 1.1304, 0.0367], [0.8102, 0.8583, -1.4000], [-1.0076, -2.2770, 1.7157], [-1.7972, -0.6917, 1.6562], [-0.1417, -0.8360, 2.2731], [-1.0399, -1.4048, -0.6198], [0.6281, -1.5391, -0.0440], [-1.2983, 1.2928, -1.2142], [1.1617, 2.1670, 0.3549], [1.9944, 0.5274, 0.4546], [0.5514, 1.7649, -1.9573], [1.2904, 0.0964, -2.0034]], "forces_ev_per_angstrom": [[-0.004, 0.049, 0.011], [0.089, -0.027, -0.101], [0.416, -0.275, -0.311], [0.077, 0.055, -0.180], [0.251, 0.055, 0.259], [0.215, -0.150, -0.125], [0.034, 0.197, -0.055], [0.155, -0.051, -0.025], [-0.074, -0.024, -0.144], [0.128, -0.022, 0.069], [-0.109, 0.006, 0.014], [-1.246, 0.645, 0.098], [0.040, -0.158, -0.006], [-0.032, 0.080, 0.128], [-0.147, -0.420, 0.130], [0.205, 0.041, 0.238]], "nbo_charge": [-0.608, -0.405, 0.230, -0.701, -0.432, -0.467, 0.209, 0.218, 0.204, 0.204, 0.202, 0.475, 0.228, 0.215, 0.212, 0.217]}

=====

# 2
{"formula": "C5H10O", "method": "the ωB97M-V functional and the def2-TZVPD basis", "max_force_ev_per_a": 0.48, "relative_energy_kcal_mol": 145.6, "lumo_energy_ev": [0.39, 0.39], "energy_ha": -271.5205, "elements": ["C", "C", "C", "C", "C", "O", "H", "H", "H", "H", "H", "H", "H", "H", "H", "H"], "xyz": [[-0.5249, 0.5253, 1.6305], [-0.6820, 1.1125, -0.0754], [0.6896, 1.2152, 0.2679], [0.1028, -0.3835, -1.6613], [0.5334, -1.6563, -0.9591], [-1.0557, 0.2448, -0.9612], [-1.5231, 0.8365, 1.9484], [-0.4714, -0.5570, 1.5280], [0.1759, 0.8781, 2.3912], [-1.3370, 1.9759, 0.0344], [1.0810, 2.1508, 0.6588], [1.3512, 0.3703, 0.1849], [-0.3451, -0.6599, -2.6238], [1.0588, -2.2845, -1.6884], [1.2426, -1.5059, -0.1211], [-0.2962, -2.2625, -0.5539]], "forces_ev_per_angstrom": [[-0.081, -0.229, 0.416], [0.223, 0.265, -0.101], [-0.130, 0.071, 0.049], [-0.112, -0.301, -0.179], [0.103, -0.014, 0.099], [-0.006, 0.004, 0.067], [0.160, -0.017, -0.100], [0.036, 0.184, -0.046], [-0.070, -0.024, -0.152], [0.101, -0.133, 0.008], [-0.102, -0.137, -0.045], [-0.095, 0.078, -0.064], [0.111, 0.067, 0.137], [-0.057, 0.117, 0.106], [-0.140, -0.031, -0.100], [0.060, 0.100, -0.094]], "nbo_charge": [-0.616, 0.208, -0.272, -0.273, -0.683, -0.486, 0.244, 0.244, 0.241, 0.200, 0.223, 0.255, 0.150, 0.223, 0.157, 0.184]}

=====

# 3
{"formula": "C5H10O", "method": "the ωB97M-V functional and the def2-TZVPD basis", "max_force_ev_per_a": 0.32, "relative_energy_kcal_mol": 35.7, "lumo_energy_ev": 1.19, "smiles": "COCC1CC1", "energy_ha": -271.6958, "elements": ["C", "O", "C", "C", "C", "C", "H", "H", "H", "H", "H", "H", "H", "H", "H", "H"], "xyz": [[-1.5987, -0.5032, -2.0901], [-0.5012, 0.0406, -1.4019], [-0.3772, -0.4740, -0.0943], [0.9632, -0.0921, 0.4651], [1.1139, 0.1700, 1.9377], [1.1933, 1.3053, 0.9572], [-2.4878, -0.5815, -1.4447], [-1.8328, 0.1633, -2.9246], [-1.3742, -1.5064, -2.4870], [-1.1844, -0.0706, 0.5440], [-0.4852, -1.5726, -0.0988], [1.8020, -0.5766, -0.0297], [2.0257, -0.1641, 2.4242], [0.2285, 0.1052, 2.5661], [0.3551, 1.9955, 0.9114], [2.1600, 1.7610, 0.7656]], "forces_ev_per_angstrom": [[-0.261, -0.079, -0.175], [0.041, 0.018, -0.005], [0.042, -0.067, 0.299], [0.014, -0.114, -0.108], [-0.005, -0.084, 0.188], [0.013, 0.180, -0.060], [0.129, 0.067, -0.090], [0.053, -0.126, 0.097], [-0.016, 0.149, 0.113], [0.118, -0.052, -0.084], [0.027, 0.157, -0.050], [-0.101, 0.095, 0.078], [-0.140, 0.073, -0.104], [0.125, -0.005, -0.151], [0.114, -0.127, 0.003], [-0.153, -0.086, 0.049]], "nbo_charge": [-0.248, -0.540, -0.055, -0.248, -0.418, -0.412, 0.163, 0.192, 0.165, 0.160, 0.167, 0.216, 0.216, 0.211, 0.214, 0.217]}